(1)
23
Properties=species:S:1:pos:R:3:nbo_charge:R:1 method="wB97M-V/def2-TZVPD" total_charge=0 e_homo_ev=-9.2 e_lumo_ha=0.03644 smiles="C=C1OC=NC1(CC)CC"
C 0.94023 0.79195 1.97267 -0.507
C 0.53021 1.05032 0.74289 0.315
O 0.75890 2.07041 -0.21298 -0.485
C 0.35919 1.55686 -1.37280 0.383
N -0.11355 0.39149 -1.43963 -0.477
C -0.13531 -0.15769 -0.09620 0.023
C -1.62391 -0.57284 0.16789 -0.384
C -2.65385 0.44492 -0.43459 -0.612
C 0.66211 -1.40039 -0.17285 -0.412
C 2.17114 -1.18194 -0.34219 -0.634
H 1.45812 1.67402 2.38111 0.227
H 0.59125 -0.14472 2.41234 0.237
H 0.58494 2.30096 -2.16251 0.191
H -1.64973 -1.51094 -0.34234 0.210
H -1.83924 -0.54203 1.17794 0.206
H -2.42881 1.44463 -0.02220 0.197
H -3.59921 0.20455 0.09587 0.210
H -2.65512 0.56138 -1.50062 0.226
H 0.65625 -1.90235 0.86300 0.208
H 0.23581 -2.01993 -1.04280 0.235
H 2.74274 -1.88010 0.29882 0.215
H 2.37611 -0.19571 0.32184 0.208
H 2.63174 -0.98283 -1.29264 0.219

(2)
98
Properties=species:S:1:pos:R:3:mulliken_charge:R:1 method="wB97M-V/def2-TZVPD" total_charge=-1 e_homo_ev=-4.4 e_lumo_ha=0.05384
Sc 0.94470 1.46011 0.41818 -0.584
S 1.39503 0.62186 3.79051 -0.718
P 0.64511 -0.91599 2.77688 1.610
C 0.54495 -0.71739 1.10716 -1.147
P -0.81487 -0.96875 0.17182 1.928
S -1.75034 0.78095 -0.13359 -0.763
C -1.98940 -2.29861 0.62451 1.118
C -3.35508 -2.07027 0.71215 -0.363
C -4.22502 -3.12105 0.98549 -0.850
C -3.73228 -4.40411 1.16245 -0.543
C -2.36394 -4.63771 1.07840 -0.860
C -1.49913 -3.59002 0.81356 -0.308
C -0.24645 -1.61544 -1.46033 0.438
C 1.08774 -1.42786 -1.82242 -0.800
C 1.55694 -1.87572 -3.05017 -0.657
C 0.70055 -2.52743 -3.93146 -0.738
C -0.62367 -2.73895 -3.56700 -0.755
C -1.08808 -2.28893 -2.33801 -0.237
C 1.60939 -2.41555 3.20396 -0.167
C 2.00836 -3.28791 2.19991 -0.099
C 2.72719 -4.43739 2.50711 -0.812
C 3.05254 -4.71882 3.82550 -0.433
C 2.67228 -3.84018 4.83426 -0.682
C 1.96161 -2.69182 4.52311 -0.301
C -1.00449 -1.27747 3.49615 0.197
C -1.93004 -0.23294 3.48639 -0.333
C -3.20883 -0.41686 3.98243 -0.700
C -3.58568 -1.65047 4.50058 -0.560
C -2.67274 -2.69258 4.51951 -0.622
C -1.38696 -2.50486 4.02348 -0.275
H -3.72589 -1.05960 0.58199 0.458
H -5.28855 -2.93108 1.06709 0.396
H -4.41069 -5.22152 1.37535 0.356
H -1.97136 -5.63606 1.22878 0.418
H -0.43170 -3.77188 0.75875 0.305
H 1.77384 -0.96249 -1.12357 0.431
H 2.59997 -1.72797 -3.30483 0.477
H 1.07038 -2.89380 -4.88252 0.405
H -1.29316 -3.26953 -4.23452 0.351
H -2.11989 -2.47070 -2.05653 0.468
H 1.77250 -3.02851 1.17301 0.254
H 3.04058 -5.10512 1.71346 0.426
H 3.61444 -5.61300 4.06760 0.366
H 2.94139 -4.04732 5.86304 0.382
H 1.68229 -1.98823 5.29892 0.362
H -1.64299 0.72801 3.07837 0.271
H -3.91540 0.40416 3.95860 0.417
H -4.58775 -1.79617 4.88644 0.374
H -2.95719 -3.66058 4.91512 0.400
H -0.68930 -3.33347 4.03054 0.302
O 5.09113 1.41582 0.56709 -0.777
C 3.91190 1.63934 0.75666 0.014
O 2.91105 1.10122 0.14163 -0.214
C 3.47536 2.67757 1.77290 0.673
C 4.37811 3.35329 2.57256 -0.735
C 3.88373 4.27803 3.47545 -0.563
C 2.51705 4.50347 3.53218 -1.026
C 1.68828 3.79242 2.68504 -0.483
N 2.16165 2.88927 1.83053 1.038
H 5.42947 3.12748 2.46707 0.555
H 4.55487 4.82242 4.12823 0.408
H 2.09130 5.22329 4.21683 0.485
H 0.61734 3.94393 2.68788 0.528
C -4.06147 -1.02081 -3.62147 -1.104
O -2.87053 -0.31666 -3.91700 -0.450
C -2.76372 0.96000 -3.44555 1.163
C -3.81864 1.69923 -2.95114 -0.342
C -3.58812 2.99487 -2.50467 -0.822
C -2.32641 3.55171 -2.57211 -0.875
C -1.26280 2.81381 -3.07883 -0.497
C -1.47511 1.51462 -3.49974 0.141
N -0.49731 0.68071 -4.09628 0.304
C 0.78136 0.83008 -4.35492 -0.887
C 1.73845 1.74361 -3.86060 1.163
C 2.81731 2.08295 -4.72206 -0.775
C 3.76811 2.97687 -4.33514 -1.064
C 3.68677 3.54584 -3.04160 -0.772
C 2.72060 3.18228 -2.15168 -0.990
C 1.74620 2.20240 -2.50345 0.867
O 0.93831 1.70093 -1.65941 1.224
H -4.91688 -0.58966 -4.14777 0.414
H -4.25246 -1.02030 -2.54544 0.385
H -3.90295 -2.04074 -3.96420 0.296
H -4.80627 1.26885 -2.87705 0.382
H -4.40862 3.56247 -2.08502 0.376
H -2.13572 4.54877 -2.20617 0.468
H -0.28876 3.27130 -3.12068 0.470
H -0.91360 -0.16249 -4.47782 0.352
H 1.13303 0.12714 -5.10554 0.406
H 2.84368 1.64555 -5.71457 0.433
H 4.57234 3.25738 -5.00121 0.377
H 4.42629 4.27747 -2.73862 0.457
H 2.67438 3.62281 -1.16431 0.288
F -0.76097 5.54918 0.73783 -0.355
B 0.16808 4.89304 -0.04568 0.282
F -0.07480 5.05607 -1.40543 -0.329
F 1.47386 5.26420 0.25930 -0.408
F 0.03422 3.44600 0.24838 -0.080

(3)
48
Properties=species:S:1:pos:R:3:nbo_charge:R:1 method="wB97M-V/def2-TZVPD" total_charge=0 e_homo_ev=-6.5 e_lumo_ha=-0.02884
Ti 0.39688 0.51488 -0.35877 1.730
O -3.63077 0.55580 -1.03360 -0.670
C -2.38700 0.87430 -0.62488 0.629
O -1.38946 0.11566 -1.02005 -0.717
C -2.07235 1.94987 0.14488 -0.118
C -2.89744 2.92470 0.77030 -0.089
C -2.36687 3.84612 1.61290 -0.321
C -0.95714 3.78406 1.91667 -0.178
C -0.18549 2.88127 1.27249 -0.001
N -0.66061 2.02791 0.30081 -0.635
C 1.22314 2.57924 1.51119 0.801
O 1.99901 3.30401 2.29860 -0.618
O 1.70529 1.58811 0.95407 -0.595
H -3.55482 -0.23292 -1.58503 0.498
H -3.96218 2.90041 0.57528 0.230
H -2.98873 4.58417 2.09698 0.221
H -0.54521 4.43762 2.67705 0.201
H 1.51222 4.06910 2.63147 0.498
C -0.37228 -2.82160 2.37463 -0.622
C 0.57112 -1.71904 1.93278 0.144
C 1.61359 -1.38440 2.98916 -0.629
O -0.18637 -0.53520 1.59716 -0.712
C 1.29159 -2.11584 0.62933 0.787
O 1.82246 -3.19290 0.53263 -0.591
O 1.28393 -1.19060 -0.29638 -0.732
H -0.85608 -2.55271 3.31652 0.201
H 0.18763 -3.74402 2.51429 0.244
H -1.13868 -2.98957 1.61837 0.226
H 1.12568 -1.09145 3.92281 0.202
H 2.25571 -0.57018 2.65141 0.230
H 2.22977 -2.26098 3.18336 0.241
H -0.56718 -0.13639 2.38716 0.499
C 1.64655 1.67899 -5.13276 -1.083
Ge 0.44524 1.12381 -3.68331 1.617
C -0.13652 -0.70857 -4.04989 -1.090
C -1.06548 2.36955 -3.64046 -1.086
C 1.41379 1.24123 -1.97823 -1.265
H 1.12998 1.65355 -6.09370 0.226
H 2.50868 1.01351 -5.18912 0.229
H 2.00861 2.69392 -4.96433 0.226
H -0.74263 -0.73638 -4.95677 0.226
H -0.72362 -1.11044 -3.22514 0.236
H 0.73198 -1.35101 -4.19944 0.233
H -1.65518 2.28957 -4.55493 0.228
H -0.69276 3.39267 -3.56616 0.227
H -1.72118 2.18788 -2.78899 0.228
H 1.64961 2.30087 -1.83198 0.245
H 2.35354 0.68270 -2.04752 0.249

(4)
78
Properties=species:S:1:pos:R:3:mulliken_charge:R:1 method="wB97M-V/def2-TZVPD" total_charge=+1 e_homo_ev="-11.3 / -11.5" e_lumo_ha="-0.10542 / -0.14370" multiplicity=6
Ru 0.14369 -0.32452 -0.05915 0.402
C 2.28725 -5.03668 1.48230 -1.893
C 1.54688 -3.71630 1.29023 1.283
C 0.67216 -3.42420 2.51055 -1.107
C 0.69681 -3.73037 0.05316 -0.601
C 0.29629 -4.81764 -0.73288 -0.887
C -0.55028 -4.27285 -1.67573 -0.572
N -0.62159 -2.95067 -1.47444 -0.197
N 0.15978 -2.60536 -0.41695 0.901
B -1.47003 -1.90636 -2.21479 0.234
N -0.52193 -0.89260 -2.90923 0.378
C -0.40413 -0.58503 -4.20675 -0.691
C 0.72473 0.19087 -4.37893 -1.132
C 1.28280 0.30818 -3.09836 -0.372
N 0.51406 -0.34751 -2.22629 0.796
C 2.53613 1.01930 -2.66863 1.592
C 3.39486 0.13889 -1.76451 -1.154
C 3.33612 1.48549 -3.88242 -1.928
N -2.41380 -1.20474 -1.18499 0.481
C -3.73176 -1.01130 -1.28645 -0.815
C -4.20941 -0.53187 -0.08261 -1.035
C -3.08656 -0.46014 0.74778 -0.156
N -2.00656 -0.86751 0.07188 0.171
C -3.03054 -0.10575 2.21044 1.020
C -4.40185 0.31714 2.72875 -1.984
C -1.99838 0.96706 2.53599 -0.546
H 2.90739 -5.00046 2.37881 0.453
H 1.58276 -5.86275 1.60196 0.349
H 2.93575 -5.26318 0.63482 0.417
H 2.29554 -2.92464 1.17330 0.026
H -0.01261 -4.25727 2.68523 0.438
H 1.28031 -3.30073 3.41012 0.421
H 0.05392 -2.53488 2.37653 -0.128
H 0.56269 -5.85330 -0.61516 0.482
H -1.10861 -4.72899 -2.47700 0.497
H -2.14661 -2.42924 -3.06043 -0.132
H -1.11556 -0.96765 -4.92089 0.513
H 1.10842 0.58354 -5.30409 0.554
H 2.23194 1.91105 -2.11091 -0.209
H 3.74856 -0.73705 -2.31294 0.378
H 4.26339 0.69305 -1.40608 0.396
H 2.86792 -0.22703 -0.88131 -0.050
H 3.59839 0.64131 -4.52410 0.414
H 2.78189 2.20728 -4.48405 0.402
H 4.26316 1.96271 -3.56430 0.445
H -4.24626 -1.26838 -2.19840 0.546
H -5.23123 -0.30532 0.16558 0.525
H -2.73983 -1.02200 2.73603 0.183
H -4.75218 1.21812 2.21883 0.410
H -5.15183 -0.46191 2.59162 0.462
H -4.34823 0.53730 3.79528 0.424
H -2.25273 1.91795 2.06210 0.309
H -1.95091 1.12427 3.61519 0.594
H -0.98857 0.69957 2.21517 -0.551
S 1.42373 6.46632 2.08533 0.139
N 1.86381 5.06025 2.74924 -0.649
C 1.33038 4.09853 2.02242 0.194
C 1.51477 2.68422 2.42616 0.271
C 1.36184 2.24136 3.72967 -0.418
C 1.40940 0.87935 4.01350 -1.014
C 1.50214 -0.00609 2.96251 -0.048
N 1.66574 0.40389 1.68618 -0.141
C 1.78339 1.69641 1.49861 0.611
C -0.42532 2.41706 -0.01464 0.785
N -1.03816 1.72682 -0.87820 0.885
C -1.62204 2.28408 -1.96173 -0.596
C -1.54903 3.65104 -2.10037 -1.169
C -0.84985 4.40755 -1.15228 -0.919
C -0.24103 3.80024 -0.06574 -0.058
C 0.54246 4.58209 0.92786 0.493
N 0.53402 5.90025 0.86485 -0.599
H 1.19321 2.97254 4.51111 0.546
H 1.31220 0.50941 5.02364 0.462
H 1.43201 -1.07232 3.11237 0.110
H -2.10883 1.63015 -2.67132 0.482
H -2.01779 4.13183 -2.94734 0.485
H -0.76422 5.48179 -1.26359 0.545
F 2.16556 2.06636 0.27290 -0.158

(5)
10
Properties=species:S:1:pos:R:3:nbo_charge:R:1 method="wB97M-V/def2-TZVPD" total_charge=0 e_homo_ev="-9.3 / -8.6" e_lumo_ha="-0.02418 / -0.02391"
C 1.36476 0.33372 -0.80571 -0.497
C -2.01366 -1.38947 0.97656 -0.512
N 0.78452 0.85203 0.37972 -0.331
Cl 0.95205 2.46290 0.49269 0.178
I -2.75506 0.22558 -0.11816 0.136
H 2.45616 0.24181 -0.61220 0.221
H 1.00712 -0.73650 -0.92504 0.215
H 1.18609 0.99577 -1.68445 0.210
H -1.27131 -1.83875 0.26316 0.182
H -1.71068 -1.14709 2.03341 0.200

(6)
88
Properties=species:S:1:pos:R:3:mulliken_charge:R:1 method="wB97M-V/def2-TZVPD" total_charge=-1 e_homo_ev="-4.1 / -4.2" e_lumo_ha="0.09387 / 0.09387" multiplicity=4
Cr 1.83512 -0.70188 0.35954 0.153
C 3.78589 3.59196 0.01620 -1.787
C 3.29034 2.28021 0.57355 0.293
N 2.42863 1.56323 -0.04686 0.780
N 1.99974 2.11320 -1.25381 -0.475
C 1.89274 1.25451 -2.20776 0.074
S 2.19626 -0.43020 -2.15615 -0.423
S 1.41426 1.83130 -3.81967 -0.132
C 1.21155 3.62880 -3.61221 -0.928
C -0.18798 4.03634 -3.24753 0.443
C -0.55032 4.26667 -1.92327 0.051
C -1.84859 4.63821 -1.60453 -0.599
C -2.80503 4.77271 -2.60046 -0.428
C -2.45350 4.54026 -3.92258 -0.610
C -1.15340 4.18007 -4.24054 -0.344
C 3.85728 1.84634 1.86416 0.467
C 5.18330 2.16272 2.16992 -0.841
C 5.75136 1.82647 3.38391 -0.773
C 4.97428 1.19791 4.34978 -0.764
C 3.65413 0.88604 4.07709 -0.154
C 3.09313 1.16855 2.83130 0.552
O 1.79838 0.90228 2.55433 -0.637
H 3.01380 4.05270 -0.59494 0.337
H 4.65744 3.43608 -0.62482 0.315
H 4.07471 4.25585 0.82913 0.509
H 1.48697 4.05173 -4.57977 0.580
H 1.93553 3.95169 -2.86830 0.148
H 0.19090 4.13605 -1.14752 0.273
H -2.11632 4.81264 -0.57053 0.408
H -3.81862 5.05800 -2.34781 0.379
H -3.19249 4.64301 -4.70752 0.372
H -0.88116 3.99407 -5.27342 0.354
H 5.78861 2.66737 1.42699 0.379
H 6.78930 2.06141 3.58118 0.388
H 5.39496 0.95536 5.31744 0.396
H 3.03462 0.41636 4.82784 0.413
O 3.48452 -1.46173 0.69178 -0.352
O 2.47377 -2.44537 0.42768 -0.635
C 0.35026 -3.07005 -3.45262 -1.102
Si -0.55966 -3.54749 -1.89085 0.635
C 0.41709 -4.82614 -0.93629 -0.948
C -2.20645 -4.28255 -2.44505 -1.063
Sb -0.81847 -1.57431 -0.25455 -0.625
Si -2.15305 -2.68892 1.61106 0.861
C -3.25750 -1.40749 2.43344 -0.854
C -0.98860 -3.49778 2.83674 -0.918
C -3.31041 -4.04831 0.99662 -1.267
Si -2.62247 -0.05359 -1.22185 0.398
C -4.24264 -0.93808 -1.59655 -1.086
C -1.96240 0.74778 -2.77668 -0.292
C -2.96273 1.27285 0.06074 -1.060
H 0.32116 -3.91613 -4.14685 0.368
H 1.38868 -2.82489 -3.24393 0.310
H -0.09589 -2.20628 -3.94665 0.254
H 0.69396 -5.65655 -1.59209 0.424
H -0.16032 -5.23116 -0.10218 0.218
H 1.32760 -4.36958 -0.53913 0.193
H -2.02177 -5.07166 -3.17927 0.408
H -2.83716 -3.52826 -2.91934 0.216
H -2.76338 -4.71732 -1.61718 0.271
H -2.75840 -0.44365 2.49777 -0.149
H -3.52937 -1.73035 3.44206 0.496
H -4.17989 -1.28402 1.86140 0.358
H -0.50608 -2.74907 3.46352 0.071
H -0.20431 -4.04581 2.31145 0.225
H -1.53111 -4.19951 3.47601 0.515
H -3.89609 -3.74064 0.12981 0.317
H -4.00472 -4.31856 1.79779 0.405
H -2.75091 -4.94679 0.73105 0.304
H -4.11644 -1.64684 -2.41643 0.276
H -5.00254 -0.21054 -1.89499 0.405
H -4.62080 -1.48387 -0.73063 0.177
H -1.70919 0.00833 -3.53860 0.390
H -1.05052 1.30855 -2.55355 -0.478
H -2.68645 1.45012 -3.20066 0.351
H -3.50309 0.87561 0.92041 0.434
H -3.56309 2.06680 -0.38958 0.457
H -2.02801 1.71206 0.41350 0.256
C -0.34020 0.04487 4.00611 -1.165
O -0.04424 -0.42156 2.69919 0.257
C 1.33692 -0.51863 2.37418 1.404
C 2.05679 -1.52007 3.25111 -1.993
H 0.03502 -0.62520 4.78507 0.382
H -1.42465 0.08812 4.09056 0.333
H 0.07537 1.04194 4.16644 0.233
H 1.87722 -1.42676 4.32689 0.374
H 3.12542 -1.48672 3.05216 0.597
H 1.72340 -2.50283 2.91861 0.245

(7)
24
Properties=species:S:1:pos:R:3:nbo_charge:R:1 method="wB97M-V/def2-TZVPD" total_charge=+2 e_homo_ev=-17.6 e_lumo_ha=-0.36791
H 3.37155 0.70224 -1.24929 0.232
C 3.86488 -0.26788 -1.11426 -0.877
H 4.41031 -0.31974 -0.16676 0.252
H 4.58954 -0.41753 -1.92211 0.216
H 2.89994 -0.99297 -0.80832 0.211
C 3.45445 -6.17727 -3.39060 -0.275
O 3.08736 -4.84009 -3.04831 -0.695
C 3.15531 -3.89053 -4.11990 -0.143
C 3.02641 -2.50701 -3.51995 0.235
O 2.45501 -1.69446 -4.49416 -0.452
C 2.00252 -0.49061 -3.91048 -0.109
C 1.33092 -0.94002 -2.62028 -0.125
O 2.32465 -1.88638 -2.10052 -0.698
H 3.28310 -6.79656 -2.50529 0.242
H 2.83564 -6.53032 -4.22562 0.238
H 4.51547 -6.18596 -3.67010 0.243
H 2.38581 -4.09995 -4.87524 0.257
H 4.14179 -3.99915 -4.59021 0.278
H 4.04931 -2.17083 -3.27632 0.229
H 1.27546 -0.02300 -4.58240 0.261
H 2.85938 0.17098 -3.71002 0.223
H 0.32360 -1.32705 -2.79742 0.225
H 1.19843 -0.15710 -1.86790 0.275
Sn 2.04636 -3.97100 -1.65689 1.757

(8)
5
Properties=species:S:1:pos:R:3:mulliken_charge:R:1 method="wB97M-V/def2-TZVPD" total_charge=+2 e_homo_ev=-17.6 e_lumo_ha=-0.48978
Hg -13.62068 21.14783 4.16672 0.774
O -17.19758 15.31880 3.80871 -0.414
V -18.72939 15.68778 4.14524 1.773
O -19.27593 15.18038 5.59850 -0.414
I -17.56628 19.68486 4.41505 0.281